*a*
An isolated molecule of C8H7NO2. Source: the OMol25 dataset; level of theory: ωB97M-V with the def2-TZVPD basis set.

The geometry in XYZ format:
```
18
Properties=species:S:1:pos:R:3
O 1.427 -2.862 2.008
C 0.944 -1.945 1.481
C -0.045 -0.939 1.770
C -0.078 0.006 0.695
C -0.646 1.222 0.481
C -0.666 1.778 -0.854
O -1.218 3.002 -0.928
C -0.164 1.076 -1.971
C 0.356 -0.199 -1.747
C 0.454 -0.629 -0.430
N 1.065 -1.847 0.073
H 0.068 -0.436 2.759
H -0.994 -1.567 1.678
H -1.166 1.957 1.194
H -1.708 3.103 -0.131
H -0.170 1.375 -3.016
H 0.900 -0.547 -2.638
H 1.641 -2.547 -0.424
```

Frontier orbital gap, eV: 8.5
SMILES string: O=C1Cc2cc(O)ccc2N1

---

*b*
An isolated molecule of C8H7NO2. Source: the OMol25 dataset; level of theory: ωB97M-V with the def2-TZVPD basis set.

The geometry in XYZ format:
```
18
Properties=species:S:1:pos:R:3
O 2.851 2.135 1.166
C 1.910 1.428 0.851
C 2.073 0.471 -0.507
C 0.775 -0.155 -0.489
C 0.212 -1.074 -1.370
C -1.149 -1.226 -1.277
C -1.865 -0.733 -0.081
O -3.098 -1.069 -0.042
C -1.322 0.120 0.843
C -0.066 0.361 0.584
N 0.689 1.240 1.379
H 2.423 0.905 -1.464
H 2.908 -0.213 -0.226
H 0.851 -1.700 -2.061
H -1.960 -1.555 -2.008
H -3.581 -0.946 0.854
H -1.830 0.223 1.769
H 0.177 1.789 2.081
```

Frontier orbital gap, eV: 8.1
SMILES string: O=C1Cc2ccc(O)cc2N1

---

*c*
An isolated molecule of C8H7NO2. Source: the OMol25 dataset; level of theory: ωB97M-V with the def2-TZVPD basis set.

The geometry in XYZ format:
```
18
Properties=species:S:1:pos:R:3
C -2.859 -0.179 0.025
C -1.403 -0.054 -0.067
C -0.912 1.250 0.016
C 0.387 1.548 0.179
C 1.247 0.370 0.147
C 2.770 0.419 0.092
O 3.551 1.290 -0.075
N 3.073 -0.952 0.059
O 1.859 -1.775 0.125
C 0.802 -0.924 0.186
C -0.556 -1.183 0.013
H -3.173 -0.259 1.075
H -3.109 -1.130 -0.422
H -3.473 0.475 -0.585
H -1.605 2.056 -0.158
H 0.755 2.552 0.292
H 3.558 -1.297 -0.815
H -0.913 -2.206 -0.084
```

Frontier orbital gap, eV: 9.5
SMILES string: Cc1ccc2c(=O)[nH]oc2c1

---

*d*
A structure of composition C8H7NO2. Source: the OMol25 dataset; level of theory: ωB97M-V with the def2-TZVPD basis set.

The geometry in XYZ format:
```
18
Properties=species:S:1:pos:R:3
C -2.166 -0.169 1.855
C -1.052 -0.165 0.923
C -0.792 -1.390 0.264
C 0.095 -1.401 -0.831
C 0.850 -0.239 -1.004
C 2.346 1.323 -1.489
C 0.647 0.905 -0.195
C -0.193 0.833 0.878
H -2.009 -0.211 3.011
H -2.711 0.978 1.772
H -3.015 -1.091 1.354
H -1.438 -2.336 0.392
H 0.287 -2.099 -1.776
H 2.939 -0.678 -1.944
H -0.418 1.846 1.268
N 1.853 0.136 -1.915
O 3.351 1.854 -1.944
O 1.425 1.905 -0.619
```

Frontier orbital gap, eV: 8.5

---

Verdict on stability: *d* comes out at the bottom.

---

*a*
An isolated molecule of C8H7NO2. Source: the OMol25 dataset; level of theory: ωB97M-V with the def2-TZVPD basis set.

The geometry in XYZ format:
```
18
Properties=species:S:1:pos:R:3
O 1.176 -1.622 -2.612
C 0.172 -0.992 -2.766
C -0.094 0.477 -2.477
O -0.547 1.140 -3.375
N 0.231 1.094 -1.239
C 0.244 0.410 0.032
C 0.533 1.294 1.124
C 0.234 0.894 2.441
C -0.148 -0.417 2.660
C -0.358 -1.267 1.564
C -0.103 -0.902 0.194
H -0.735 -1.300 -3.297
H -0.127 2.051 -1.175
H 0.853 2.383 0.898
H 0.260 1.523 3.322
H -0.652 -0.872 3.496
H -0.575 -2.285 1.854
H -0.364 -1.610 -0.645
```

Frontier orbital gap, eV: 8.8
SMILES string: O=CC(=O)Nc1ccccc1

---

*b*
An isolated molecule of C8H7NO2. Source: the OMol25 dataset; level of theory: ωB97M-V with the def2-TZVPD basis set.

The geometry in XYZ format:
```
18
Properties=species:S:1:pos:R:3
C -1.841 -1.999 0.497
N -1.358 -0.948 -0.407
O -1.920 0.242 -0.049
C -1.020 1.364 0.021
O -1.496 2.462 -0.097
C 0.381 0.707 -0.026
C 1.576 1.342 0.262
C 2.661 0.395 0.262
C 2.513 -0.879 -0.034
C 1.188 -1.426 -0.277
C 0.052 -0.673 -0.316
H -2.051 -1.823 1.486
H -1.091 -2.837 0.372
H -2.816 -2.564 0.253
H 1.651 2.328 0.235
H 3.666 0.728 0.392
H 3.486 -1.402 -0.330
H 0.924 -2.415 -0.726
```

Frontier orbital gap, eV: 9.1
SMILES string: Cn1oc(=O)c2ccccc21

---

Verdict on stability: *b* comes out at the bottom.

---

*a*
An isolated molecule of C2H6N2O. Source: the OMol25 dataset; level of theory: ωB97M-V with the def2-TZVPD basis set.

The geometry in XYZ format:
```
11
Properties=species:S:1:pos:R:3
N -1.514 0.800 -0.532
C -0.949 -0.485 -0.151
C 0.497 -0.253 0.318
N 1.489 -0.701 -0.552
O 0.708 0.574 1.179
H -1.856 1.271 0.292
H -2.259 0.683 -1.205
H -1.507 -0.983 0.648
H -0.877 -1.176 -0.978
H 1.308 -0.435 -1.508
H 2.388 -0.424 -0.181
```

Frontier orbital gap, eV: 10.4
SMILES string: NCC(N)=O

---

*b*
A cluster of 2 separate species, C2H6N2O in total. Source: the OMol25 dataset; level of theory: ωB97M-V with the def2-TZVPD basis set.

The geometry in XYZ format:
```
11
Properties=species:S:1:pos:R:3
N -1.398 -0.625 -0.303
C -2.440 0.084 0.226
O -2.387 0.863 1.141
H -0.501 -0.228 -0.039
H -1.506 -0.950 -1.243
H -3.360 -0.014 -0.379
C 2.342 0.507 0.345
N 1.780 -0.574 -0.003
H 2.288 0.882 1.364
H 2.931 1.113 -0.349
H 2.251 -1.057 -0.760
```

Frontier orbital gap, eV: 10.6
SMILES string: NC=O.C=N

---

Verdict on stability: *b* comes out at the bottom.

---

*a*
A structure of composition C6H6O. Source: the OMol25 dataset; level of theory: ωB97M-V with the def2-TZVPD basis set.

The geometry in XYZ format:
```
13
Properties=species:S:1:pos:R:3
C 1.308 0.429 0.522
C 1.651 0.277 -0.839
C 0.288 0.011 -0.891
C -0.709 1.038 -0.375
C -0.223 0.404 0.929
O -0.777 -0.946 0.802
C -0.329 -1.331 -0.498
H 2.093 0.144 1.221
H -1.741 0.866 -0.696
H -0.396 2.073 -0.473
H -0.496 0.781 1.910
H 0.415 -2.124 -0.400
H -1.148 -1.612 -1.159
```

Frontier orbital gap, eV: 9.0

---

*b*
An isolated molecule of C6H6O. Source: the OMol25 dataset; level of theory: ωB97M-V with the def2-TZVPD basis set.

The geometry in XYZ format:
```
13
Properties=species:S:1:pos:R:3
O 0.244 -1.260 2.700
C 1.034 -1.175 1.590
C 1.164 -0.111 0.839
C 0.995 0.886 -0.004
C -0.106 0.793 -0.943
C -1.024 1.266 -1.727
C -1.093 -0.208 -1.450
H -0.268 -0.441 2.762
H 1.575 -2.098 1.407
H 1.618 1.779 0.008
H -1.511 2.103 -2.203
H -1.851 -0.608 -0.767
H -0.777 -0.926 -2.213
```

Frontier orbital gap, eV: 9.4
SMILES string: OC=C=CC1=CC1

---

*c*
A cluster of 2 separate species, C6H6O in total. Source: the OMol25 dataset; level of theory: ωB97M-V with the def2-TZVPD basis set.

The geometry in XYZ format:
```
13
Properties=species:S:1:pos:R:3
O -0.112 0.928 2.201
C 1.187 0.809 2.269
C -0.645 -1.112 -1.274
C -1.431 -0.023 -0.695
C -2.077 0.880 -0.222
C 1.812 0.401 1.038
C 2.546 0.084 0.124
H -0.510 0.732 1.320
H -0.796 -2.040 -0.713
H -0.935 -1.286 -2.315
H 0.420 -0.860 -1.240
H -2.669 1.676 0.177
H 3.209 -0.189 -0.669
```

Frontier orbital gap, eV: 8.5

---

Verdict on stability: *c* comes out at the bottom.

---

*a*
An isolated molecule of C6H6O. Source: the OMol25 dataset; level of theory: ωB97M-V with the def2-TZVPD basis set.

The geometry in XYZ format:
```
13
Properties=species:S:1:pos:R:3
C 2.010 -0.967 -0.373
C 0.811 -0.238 0.195
C 0.173 0.189 1.261
C -0.264 0.880 0.001
C -1.732 0.933 -0.589
C -2.575 0.005 -0.310
O -3.257 -0.889 -0.030
H 1.626 -1.869 -0.682
H 2.505 -1.301 0.577
H 2.661 -0.646 -1.137
H -0.059 0.261 2.313
H 0.034 1.940 0.040
H -1.932 1.701 -1.267
```

Frontier orbital gap, eV: 9.4
SMILES string: CC1=C[C@@H]1C=C=O

---

*b*
A structure of composition C6H6O. Source: the OMol25 dataset; level of theory: ωB97M-V with the def2-TZVPD basis set.

The geometry in XYZ format:
```
13
Properties=species:S:1:pos:R:3
O 1.781 0.666 0.497
C 0.445 0.874 0.468
C -0.041 0.099 -1.950
C -0.356 -0.977 -1.252
C -0.624 -1.442 -0.059
C -0.469 -0.192 0.884
C -0.772 0.402 2.000
H 1.918 -0.266 0.725
H 0.242 1.907 0.196
H 0.937 0.244 -2.397
H -0.834 0.757 -2.297
H -0.953 -2.451 0.209
H -1.274 0.377 2.977
```

Frontier orbital gap (spin up / spin down), eV: 8.6 / 8.6

---

Verdict on stability: *b* comes out at the bottom.

---

*a*
The ion C3H8N3O with charge +1. Source: the OMol25 dataset; level of theory: ωB97M-V with the def2-TZVPD basis set.

The geometry in XYZ format:
```
15
Properties=species:S:1:pos:R:3
C 1.931 0.095 0.014
C -0.154 -1.135 0.082
C -1.786 0.823 0.231
N 1.282 -1.090 -0.164
N 1.082 1.113 0.030
N -0.785 0.024 -0.406
O 3.092 0.295 0.289
H -0.646 -2.108 -0.303
H -0.328 -1.120 1.101
H -1.629 1.513 1.047
H -2.208 1.379 -0.620
H -2.434 0.107 0.722
H 1.730 -2.011 -0.150
H 1.397 1.767 -0.581
H -0.544 0.348 -1.291
```

Frontier orbital gap (spin up / spin down), eV: 7.5 / 8.3
Total charge: +1

---

*b*
The ion C3H8N3O with charge +1. Source: the OMol25 dataset; level of theory: ωB97M-V with the def2-TZVPD basis set.

The geometry in XYZ format:
```
15
Properties=species:S:1:pos:R:3
C 0.055 0.019 -0.872
C -1.441 0.306 -0.807
C -1.401 0.689 1.477
N 0.754 0.201 -1.924
N 0.372 -0.497 0.326
N 1.781 -0.662 0.463
O -1.721 1.075 0.354
H -1.968 0.864 -1.592
H -1.789 -0.706 -0.778
H -1.392 -0.407 1.825
H -1.412 1.361 2.295
H 1.701 -0.136 -1.894
H 1.931 -1.615 0.951
H 2.325 0.200 0.698
H 2.203 -0.690 -0.521
```

Frontier orbital gap, eV: 8.1
Total charge: +1

---

Verdict on stability: *b* comes out at the bottom.